C51H99B2F3IO23 | the ωB97M-V functional and the def2-TZVPD basis

Atoms and positions in Å:
1 C -0.15801 5.63187 1.63096
2 C -0.19652 4.98574 3.01051
3 C -1.54721 4.26844 3.23089
4 C -1.46505 2.79241 3.65544
5 C -0.56060 2.55519 4.87293
6 C 0.33256 1.28591 4.86081
7 C -0.36300 0.09213 5.55908
8 C -0.79496 -1.09878 4.64189
9 C -1.12526 -0.75476 3.20463
10 C -1.55600 -2.04514 2.48685
11 C -2.42706 -1.82063 1.26198
12 C -1.77363 -0.92461 0.20441
13 C -1.00975 -1.79611 -0.78860
14 C -0.25152 -1.07826 -1.90062
15 C 1.18616 -0.77099 -1.53066
16 C 1.27862 0.53135 -0.69254
17 O 1.25039 0.34340 0.72298
18 C 1.92547 1.35437 1.42578
19 C 3.26640 0.93396 2.00995
20 O 1.74711 -1.92154 -1.01702
21 B 3.24393 -1.98298 -1.24950
22 C 3.87856 -1.78981 0.26091
23 C 4.18626 -3.13902 0.96610
24 C 3.97615 -2.95111 2.43706
25 F 5.05662 -2.67063 3.21667
26 C 2.74531 -3.02140 2.97730
27 F 1.85635 -3.96823 2.61787
28 F 2.22527 -2.15548 3.86419
29 C 3.61222 -3.37873 -2.03904
30 C 5.03074 -3.45941 -2.65377
31 C 6.06256 -2.52584 -2.05006
32 I 5.08673 -3.19477 -4.80248
33 O 3.41710 -0.80724 -2.15118
34 C 2.18991 -0.46752 -2.71734
35 C 1.84340 -1.15472 -4.05511
36 B 0.88357 -0.27686 -4.93576
37 O 1.42000 0.67067 -5.80624
38 O -0.47785 -0.37211 -4.85994
39 H 0.71492 6.26178 1.47931
40 H -1.02462 6.28494 1.53197
41 H -0.23797 4.89746 0.83710
42 H 0.65559 4.33931 3.18787
43 H -0.13680 5.80602 3.72489
44 H -2.10542 4.79825 4.00110
45 H -2.11799 4.37226 2.31029
46 H -2.48370 2.53434 3.94730
47 H -1.23185 2.15644 2.80624
48 H 0.07843 3.41101 5.07327
49 H -1.21342 2.45885 5.73866
50 H 0.72869 1.04313 3.88083
51 H 1.20106 1.53771 5.46844
52 H -1.18244 0.47158 6.16513
53 H 0.34393 -0.32459 6.27433
54 H -1.70992 -1.50656 5.07683
55 H -0.05963 -1.89484 4.71834
56 H -0.27399 -0.34838 2.66261
57 H -1.91863 -0.01076 3.14121
58 H -2.15483 -2.60577 3.20962
59 H -0.67915 -2.66083 2.29005
60 H -2.58316 -2.78349 0.77203
61 H -3.39113 -1.41750 1.56634
62 H -1.18772 -0.13075 0.66372
63 H -2.57632 -0.43466 -0.35062
64 H -1.77771 -2.39819 -1.28022
65 H -0.36344 -2.51436 -0.29042
66 H -0.28609 -1.71585 -2.77571
67 H -0.82857 -0.19499 -2.17453
68 H 0.39624 1.12937 -0.95462
69 H 2.13738 1.13563 -0.97191
70 H 2.05805 2.25813 0.83348
71 H 1.30382 1.64365 2.27064
72 H 3.18877 -0.04613 2.46679
73 H 4.08224 1.00241 1.29975
74 H 3.47248 1.63037 2.82590
75 H 3.17399 -1.27674 0.89818
76 H 4.80788 -1.22160 0.16141
77 H 5.19012 -3.49581 0.75386
78 H 3.42863 -3.85627 0.66237
79 H 2.90181 -3.45324 -2.85898
80 H 3.47036 -4.28596 -1.45007
81 H 5.39741 -4.46797 -2.49596
82 H 5.84780 -1.47802 -2.22252
83 H 6.15493 -2.75603 -0.99310
84 H 7.04118 -2.73610 -2.48224
85 H 2.29022 0.59907 -2.97458
86 H 1.41663 -2.13898 -3.87096
87 H 2.74425 -1.31953 -4.64498
88 H 2.23240 0.94625 -5.36595
89 H -0.85485 0.11846 -5.59941
90 C -0.91055 3.36758 -5.08577
91 C 0.39999 3.88337 -5.63843
92 O 0.25613 5.21139 -6.17967
93 C 0.21081 6.18118 -5.27490
94 O 0.29946 6.04608 -4.08180
95 O 0.03833 7.34370 -5.91272
96 C -0.11187 8.46344 -5.04196
97 H -1.69270 3.42571 -5.84528
98 H -0.80276 2.33228 -4.76375
99 H -1.23809 3.95906 -4.23170
100 H 0.72285 3.25547 -6.46545
101 H 1.18634 3.86696 -4.88472
102 H 0.71063 8.52002 -4.33175
103 H -1.06273 8.40308 -4.51310
104 H -0.10626 9.35471 -5.66302
105 C -5.51943 -6.34410 7.37214
106 C -5.88208 -5.17231 6.48497
107 O -4.76926 -4.73969 5.69321
108 C -4.49503 -5.49905 4.62921
109 O -5.10526 -6.47838 4.28488
110 O -3.42898 -4.98718 4.02436
111 C -2.96388 -5.75133 2.90528
112 H -4.64693 -6.10415 7.98122
113 H -6.35173 -6.59412 8.03056
114 H -5.27491 -7.22352 6.77822
115 H -6.15684 -4.31297 7.09450
116 H -6.73051 -5.40450 5.84149
117 H -3.76612 -5.93841 2.19557
118 H -2.53730 -6.69157 3.25076
119 H -2.19182 -5.16397 2.41661
120 C -1.05179 7.75331 -1.27887
121 C -0.29337 9.05911 -1.19791
122 O -1.14498 10.13889 -0.77443
123 C -1.41251 10.17857 0.52704
124 O -0.99573 9.42561 1.36680
125 O -2.23285 11.21039 0.74896
126 C -2.66795 11.32813 2.10384
127 H -1.93459 7.86173 -1.91133
128 H -0.41801 6.96930 -1.69217
129 H -1.39286 7.43754 -0.29344
130 H 0.07292 9.33479 -2.18472
131 H 0.57305 8.98322 -0.54158
132 H -1.82177 11.34556 2.78698
133 H -3.33682 10.50711 2.35741
134 H -3.20884 12.26749 2.17570
135 C -4.86584 2.18180 11.73529
136 C -3.73569 2.57569 10.80826
137 O -3.17322 1.43892 10.14126
138 C -3.88782 0.96597 9.11917
139 O -4.92732 1.41763 8.71327
140 O -3.25125 -0.09273 8.62679
141 C -3.93979 -0.75553 7.56243
142 H -4.53334 1.41435 12.43562
143 H -5.21375 3.04749 12.29929
144 H -5.70734 1.77543 11.17601
145 H -2.91785 3.01126 11.37935
146 H -4.05756 3.31632 10.07653
147 H -4.20322 -0.05909 6.76972
148 H -4.83244 -1.24955 7.94374
149 H -3.26488 -1.50468 7.15851
150 C 5.48868 -10.85138 -3.42809
151 C 5.29633 -9.66165 -2.51133
152 O 5.34584 -8.42407 -3.22812
153 C 4.23977 -8.11532 -3.91144
154 O 3.23095 -8.77289 -3.95178
155 O 4.45055 -6.96327 -4.53378
156 C 3.37404 -6.52896 -5.36926
157 H 6.40935 -10.74314 -4.00331
158 H 5.54069 -11.77369 -2.84857
159 H 4.66561 -10.93629 -4.13621
160 H 6.10874 -9.61167 -1.78836
161 H 4.36290 -9.73331 -1.95336
162 H 2.43638 -6.50370 -4.81849
163 H 3.28461 -7.18418 -6.23599
164 H 3.61584 -5.52440 -5.70123
165 C 0.38726 0.09142 -8.42095
166 C -0.01618 0.84976 -9.66577
167 O 0.01611 0.02186 -10.84379
168 C -1.01255 -0.80452 -10.98830
169 O -1.96199 -0.90280 -10.25533
170 O -0.81702 -1.51935 -12.10117
171 C -1.81512 -2.51117 -12.34063
172 H 1.35891 -0.38405 -8.55585
173 H 0.44391 0.75916 -7.56373
174 H -0.33126 -0.69874 -8.19478
175 H 0.69303 1.65281 -9.85817
176 H -1.00257 1.30170 -9.55927
177 H -2.81196 -2.07607 -12.32456
178 H -1.74171 -3.30612 -11.60005
179 H -1.61608 -2.92011 -13.32724

Atomic forces in eV per Å
-0.157 0.121 0.134
-0.584 0.486 -0.132
0.551 -0.199 0.166
-0.397 0.531 0.092
0.206 -0.533 -0.285
-0.451 0.372 0.981
0.676 -0.632 -0.752
-0.412 1.015 0.864
0.252 -0.788 -0.466
-0.513 0.250 0.595
0.713 0.091 -0.257
-0.448 -0.174 -0.160
-0.266 -0.026 -0.169
-0.414 -0.180 0.226
0.767 0.627 -1.033
-0.604 -0.050 0.660
0.206 -0.143 -0.461
0.138 0.074 0.598
-0.271 0.577 0.354
-0.119 -0.622 0.393
-1.069 0.173 0.479
1.076 -0.673 -0.865
-0.300 0.283 0.668
-0.513 -1.180 0.121
-0.432 1.300 -0.288
0.646 0.058 0.016
-0.146 1.241 -0.329
0.362 -1.051 0.376
0.295 0.436 -0.609
-0.189 -0.073 0.989
0.524 -0.260 -0.452
0.100 0.064 -0.058
0.621 -0.110 -0.190
-0.084 0.272 -0.292
-0.368 -0.165 0.066
0.146 -0.381 0.460
0.028 0.356 0.933
-0.021 -0.132 -0.728
0.207 -0.076 -0.075
-0.062 0.095 0.016
0.170 -0.211 -0.200
0.141 -0.218 -0.089
0.259 -0.038 0.233
-0.097 0.128 0.080
-0.237 -0.193 -0.059
-0.118 -0.317 -0.139
0.377 -0.057 -0.107
0.013 0.241 -0.186
0.051 0.174 0.240
-0.231 -0.080 -0.031
0.188 -0.006 0.007
-0.287 -0.035 -0.103
0.040 -0.043 0.185
-0.066 -0.194 0.087
0.164 -0.019 -0.292
0.148 0.129 0.065
-0.193 0.074 0.130
-0.035 -0.231 0.026
0.143 0.029 -0.259
-0.394 -0.131 0.086
-0.139 0.018 0.126
0.262 -0.067 -0.024
-0.023 0.202 -0.121
-0.122 -0.138 -0.015
0.233 0.102 0.140
0.201 -0.164 -0.101
0.143 0.287 -0.092
-0.037 0.137 -0.106
0.430 -0.229 0.100
-0.075 0.130 -0.304
-0.289 0.066 -0.073
0.129 -0.165 -0.090
0.093 -0.348 -0.128
0.180 0.129 0.033
-0.111 0.285 -0.329
0.035 0.243 0.379
-0.005 -0.343 -0.043
0.091 -0.303 -0.219
-0.262 -0.093 0.014
-0.036 -0.056 0.147
0.144 -0.217 -0.478
-0.256 0.134 0.192
-0.159 0.217 0.240
0.111 0.011 -0.097
-0.343 0.255 0.315
-0.038 -0.145 0.025
0.276 0.069 0.171
0.379 -0.012 -0.457
-0.289 0.120 0.116
-0.166 0.184 0.052
-0.080 -0.510 0.079
0.122 0.044 -0.029
-0.093 -0.123 -0.063
0.041 0.119 0.057
0.037 0.051 -0.010
-0.029 0.224 0.038
0.048 -0.086 -0.056
0.047 0.004 0.004
0.072 -0.028 0.049
0.030 0.180 -0.129
-0.038 0.158 0.044
-0.025 -0.093 0.043
0.055 -0.038 0.099
-0.003 -0.099 -0.146
0.195 -0.123 -0.073
-0.270 -0.092 0.239
-0.041 0.102 0.015
0.117 0.043 0.024
-0.060 -0.023 0.005
-0.019 -0.028 -0.066
0.194 0.010 -0.239
-0.060 0.065 0.063
-0.013 0.040 0.008
-0.076 0.008 -0.044
0.136 0.104 -0.075
0.089 -0.072 -0.098
-0.081 -0.055 0.095
-0.090 -0.046 -0.015
0.003 0.140 0.167
-0.185 -0.043 0.194
0.157 -0.445 -0.160
0.086 0.138 -0.074
-0.016 -0.020 -0.087
0.027 -0.011 0.065
-0.023 0.047 0.008
-0.093 0.111 0.134
0.073 0.013 -0.112
0.006 0.031 -0.064
0.090 0.037 -0.021
-0.130 0.250 0.013
-0.110 0.032 0.162
0.020 -0.098 -0.012
0.079 -0.057 0.045
0.006 0.014 -0.135
-0.099 -0.220 -0.056
-0.122 0.297 0.214
0.079 0.027 0.015
0.052 -0.051 -0.016
-0.049 0.029 0.002
0.026 -0.036 -0.014
-0.002 -0.199 -0.262
0.057 0.076 0.057
0.038 0.018 0.006
-0.002 0.074 -0.052
0.122 -0.135 -0.062
-0.061 -0.110 -0.090
-0.072 0.071 0.074
-0.067 0.103 -0.013
0.137 0.042 0.148
-0.048 0.039 -0.229
0.028 -0.312 0.195
0.051 0.028 0.056
0.004 0.086 -0.017
-0.011 -0.056 0.001
0.022 0.030 -0.020
-0.224 0.140 -0.234
0.059 -0.022 0.089
0.022 0.017 0.031
-0.059 0.005 0.067
0.049 0.169 -0.059
-0.077 0.049 -0.117
0.011 -0.110 0.040
-0.056 -0.104 0.086
0.154 -0.073 0.125
-0.311 -0.238 -0.280
0.052 0.188 0.374
0.015 0.081 -0.082
0.078 0.003 0.034
-0.063 0.001 -0.009
-0.007 -0.013 -0.049
-0.071 -0.132 -0.124
0.079 0.136 0.055
0.031 -0.005 -0.323
-0.057 0.048 -0.034
0.047 -0.082 -0.194
-0.071 -0.139 -0.060
0.001 0.011 0.099
-0.077 0.043 0.060
0.118 0.068 -0.005

Computed properties:
total charge: -1
Kohn-Sham gap: 0.25777 Ha
HOMO energy: -0.187 Eh
relative energy (zero: lowest compared OMol25 entry of this formula, charge and spin): 0.0 kJ/mol
molar mass: 1285.9 g/mol
E_tot: -4380.39702 hartree
strongest force on any atom: 1.54 eV/A
LUMO energy: 1.93 eV
2S+1: 1